1.
The following is a DFT calculation (ωB97M-V with the def2-TZVPD basis set) of a gas-phase ion, C4H11N2O (charge +1).

Summary:
HOMO energy: -14.785 eV
energy relative to the best compared isomer or geometry (same formula, charge and spin): 55.3 kJ/mol
molar mass: 103.14 g/mol
net charge: +1
structure (SMILES): C[NH2+][C@@H](C)C(N)=O
gap between HOMO and LUMO: 11.64 eV

Last column: Löwdin charge in e.
Element x y z (Å)
O1 -0.82195 0.97030 1.44372  0.080
N1 -0.50777 2.22299 -0.42393  0.219
N2 -0.20007 -1.27172 0.39009  0.029
C1 -0.37901 1.11239 0.31965  -0.477
C2 0.68129 -2.46032 0.51183  0.026
C3 0.59304 -0.20105 -1.74208  -0.020
C4 0.43914 -0.06270 -0.24889  -0.231
H1 -0.33054 2.18949 -1.41240  0.106
H2 0.97957 0.75218 -2.10060  0.094
H3 -1.12370 2.93909 -0.06696  0.140
H4 -0.52669 -0.92321 1.30725  0.159
H5 1.34128 -0.93915 -2.02600  0.091
H6 1.41477 -0.01732 0.22941  0.169
H7 0.07683 -3.36975 0.46352  0.115
H8 -0.33630 -0.43666 -2.26377  0.106
H9 1.15607 -2.44011 1.48391  0.112
H10 -1.06025 -1.48597 -0.11842  0.187
H11 1.42662 -2.44790 -0.26764  0.095


2.
The following is a DFT calculation (ωB97M-V with the def2-TZVPD basis set) of C24H31N5O6 in the gas phase.

Summary:
HOMO energy: -8.830 eV
energy relative to the best compared isomer or geometry (same formula, charge and spin): 230.6 kJ/mol
molar mass: 485.54 g/mol
structure (SMILES): CCOC(=O)CN(C(=O)CCC(=O)Nc1cc(C)on1)[C@@H](C(=O)NC1CCCC1)c1cccnc1
gap between HOMO and LUMO: 9.39 eV

Last column: Löwdin charge in e.
Element x y z (Å)
O1 -4.62289 -0.20299 0.85362  -0.009
O2 3.36556 2.01983 1.68465  -0.007
O3 0.14625 0.17911 -1.62780  0.072
O4 0.21612 0.47637 1.18602  0.035
O5 2.43923 3.71610 0.53371  0.121
O6 -2.40880 2.87509 -2.10225  0.078
N1 -3.35285 0.27353 0.96829  0.106
N2 -1.95418 1.73612 -0.18835  0.175
N3 0.21108 -1.72481 0.65643  0.143
N4 4.30749 -3.33624 -0.59811  0.064
N5 2.11627 0.83898 -0.81078  0.026
C1 -3.15682 1.09000 -0.04300  -0.286
C2 2.96653 2.63842 0.58110  -0.461
C3 2.14476 -0.34553 0.05188  -0.131
C4 -1.98178 -2.57634 -0.08681  -0.135
C5 2.78612 -3.15341 -2.42054  -0.044
C6 -5.20366 0.33340 -0.23568  -0.312
C7 -1.19307 -3.11357 2.16518  -0.118
C8 0.72725 -0.49858 0.65740  -0.418
C9 -3.04626 -3.39698 0.62849  -0.189
C10 3.83538 -3.76941 -1.75438  -0.148
C11 -1.64402 2.58291 -1.20991  -0.459
C12 3.02184 2.59784 2.95296  -0.192
C13 -2.24288 -4.13304 1.70020  -0.188
C14 2.20943 -2.02999 -1.85178  -0.008
C15 3.75758 -2.26453 -0.05963  -0.095
C16 -0.24448 3.17300 -1.12468  -0.068
C17 2.04280 1.68764 3.67734  -0.052
C18 0.97321 1.06933 -1.51476  -0.424
C19 -1.14090 -2.02652 1.07001  -0.291
C20 -4.32373 1.17001 -0.85334  0.065
C21 3.22457 1.75572 -0.64549  -0.021
C22 0.71269 2.44113 -2.08528  -0.058
C23 2.70194 -1.55989 -0.63528  -0.159
C24 -6.59826 -0.05811 -0.55390  -0.002
H1 4.18201 -1.94961 0.88625  0.119
H2 2.51511 0.73934 3.92240  0.079
H3 1.61215 3.03649 -2.21489  0.104
H4 4.32181 -4.64726 -2.15803  0.104
H5 1.38300 -1.52657 -2.32947  0.110
H6 1.17799 1.49198 3.04640  0.060
H7 0.69048 -2.44808 0.13918  0.138
H8 -1.23189 1.43327 0.46381  0.111
H9 -1.47413 -2.67049 3.11857  0.111
H10 -2.38638 -1.78010 -0.70695  0.108
H11 2.42734 -3.54077 -3.36127  0.104
H12 -3.57502 -4.07686 -0.03813  0.108
H13 -3.76807 -2.72691 1.09509  0.103
H14 -0.21410 -3.57819 2.28901  0.107
H15 -1.36650 -3.22442 -0.71624  0.119
H16 -6.95241 0.51193 -1.40691  0.086
H17 0.13881 3.13478 -0.10595  0.106
H18 -6.64569 -1.12126 -0.78612  0.087
H19 0.21321 2.32237 -3.04896  0.134
H20 3.34088 2.38404 -1.52779  0.130
H21 -4.44922 1.75528 -1.73704  0.105
H22 2.78705 -0.09938 0.90640  0.147
H23 3.95743 2.70231 3.50895  0.125
H24 -2.86932 -4.47893 2.52044  0.104
H25 4.13718 1.17300 -0.49727  0.141
H26 -1.58208 -1.09338 1.43002  0.116
H27 -7.24404 0.12795 0.30242  0.088
H28 -1.75497 -5.00364 1.25838  0.106
H29 2.58591 3.58532 2.77641  0.118
H30 -0.30970 4.21550 -1.43952  0.132
H31 1.71279 2.16523 4.59489  0.079


3.
The following is a DFT calculation (ωB97M-V with the def2-TZVPD basis set) of 6 unconnected molecules or ions with the total composition C18H48N2O6.

Summary:
HOMO energy: -13.220 eV
energy relative to the best compared isomer or geometry (same formula, charge and spin): 0.0 kJ/mol
molar mass: 388.59 g/mol
net charge: +2
gap between HOMO and LUMO: 4.93 eV

Last column: Löwdin charge in e.
Element x y z (Å)
O1 -1.47861 -0.77667 -2.72299  0.223
O2 -2.04595 -1.09221 -0.20228  -0.308
O3 -1.71375 -1.54693 2.42379  -0.050
O4 -3.14176 -3.53375 0.07572  0.293
O5 -4.24167 0.29460 -0.56978  0.273
O6 0.28469 1.99659 -3.87429  -0.013
N1 0.97707 0.84910 -3.33398  -0.084
N2 -0.99906 -0.43149 2.88404  -0.090
C1 -1.84188 0.45140 3.70054  -0.511
C2 2.57847 2.44315 -2.10914  -0.004
C3 2.43747 -0.99835 -3.64829  -0.136
C4 -2.39202 -0.21881 4.96586  -0.010
C5 1.12469 0.53703 3.66290  -0.128
C6 1.82078 0.20214 -4.37904  -0.525
C7 1.13614 -1.20386 1.95004  -0.040
C8 0.58044 -1.82969 4.33087  -0.020
C9 3.32641 -0.64582 -2.43414  -0.153
C10 1.61091 1.24711 -2.04098  -0.485
C11 0.35788 1.40424 4.65439  -0.173
C12 0.92479 -0.32155 -5.48230  -0.041
C13 0.46688 1.56519 -1.08240  -0.034
C14 0.41977 -0.78228 3.22365  -0.472
C15 -0.99865 1.69443 4.06611  -0.147
C16 2.88826 1.04855 -5.02762  -0.016
C17 2.38101 0.03589 -1.47081  -0.156
C18 -2.97862 1.01210 2.84677  -0.041
H1 1.30267 1.14890 2.77544  0.110
H2 -3.60921 -3.81647 -0.73367  0.183
H3 4.14184 0.03282 -2.68697  0.109
H4 -3.74085 0.22291 2.79079  0.078
H5 -1.56502 2.26514 4.80573  0.130
H6 -0.28353 0.77855 -0.97660  0.044
H7 3.72146 -1.62487 -2.16759  0.123
H8 2.94262 -1.63901 -4.37366  0.130
H9 2.09703 -1.68843 2.11597  0.103
H10 1.21466 -0.40341 1.21357  0.049
H11 2.86094 0.19433 -0.50283  0.125
H12 0.12726 -2.81536 4.22617  0.087
H13 -1.59300 -0.45354 5.66708  0.071
H14 -3.46800 1.89624 3.24458  0.098
H15 1.67744 -0.77996 -1.24473  0.102
H16 0.49682 0.47288 -6.09405  0.092
H17 -2.77161 -1.21537 4.71823  0.084
H18 -2.38774 -4.12003 0.30616  0.204
H19 0.57007 -1.95762 1.38240  0.069
H20 1.46667 -1.01904 -6.11988  0.096
H21 2.62230 2.10088 -5.15182  0.099
H22 -1.56953 -0.99106 -1.68889  0.093
H23 2.07460 3.33513 -2.48026  0.093
H24 3.44122 2.28403 -2.75529  0.072
H25 -3.30311 -0.10846 -0.34779  0.106
H26 0.22798 -1.49219 5.30903  0.074
H27 3.74600 1.16408 -4.36362  0.065
H28 0.90678 1.72114 -0.09564  0.094
H29 0.89875 2.33978 4.79767  0.123
H30 -1.17593 -0.91572 0.19837  0.032
H31 0.07082 -0.88521 -5.08926  0.064
H32 -3.24420 0.30412 5.39571  0.095
H33 -0.82994 2.33261 3.19436  0.122
H34 3.09231 2.65062 -1.16881  0.099
H35 -4.73179 -0.49017 -0.88850  0.178
H36 -0.45003 2.07531 -3.26151  0.056
H37 1.65478 -1.63898 -3.22751  0.109
H38 -1.67961 0.18060 -2.74147  0.144
H39 -0.02141 2.51057 -1.33290  0.091
H40 -4.14901 0.89679 -1.33640  0.184
H41 3.20062 0.63993 -5.98551  0.101
H42 -2.64975 1.08034 1.80521  0.060
H43 1.64276 -1.96357 4.54906  0.092
H44 -2.20877 -1.23930 -3.17829  0.171
H45 -1.83918 -1.36527 1.48458  -0.002
H46 2.09157 0.27896 4.09829  0.128
H47 0.27799 0.90803 5.62384  0.114
H48 -2.78047 -2.59178 -0.11539  0.107


4.
The following is a DFT calculation (ωB97M-V with the def2-TZVPD basis set) of a molecular structure, C26H25N3O4.

Summary:
HOMO energy: -7.484 eV
energy relative to the best compared isomer or geometry (same formula, charge and spin): 2380.4 kJ/mol
molar mass: 443.50 g/mol
gap between HOMO and LUMO: 7.73 eV

Last column: Löwdin charge in e.
Element x y z (Å)
O1 0.60284 -3.60249 0.41934  0.023
O2 5.57109 0.62662 1.59484  0.033
O3 -3.86864 0.99791 1.46191  0.077
O4 -1.47439 1.04175 2.31176  -0.136
N1 6.83244 0.90814 -0.29897  0.022
N2 -3.50670 -3.15141 -0.74380  0.088
N3 -3.93962 3.28670 -0.56477  0.099
C1 -0.93424 -1.06847 1.19012  0.155
C2 -3.00129 -2.04879 0.18826  -0.077
C3 1.30105 -1.52782 -0.87291  -0.018
C4 3.39702 -0.33243 -0.20842  -0.054
C5 -0.79403 -3.34457 0.11830  -0.359
C6 -6.21296 2.49501 -1.22206  0.065
C7 -2.76523 -4.14340 -0.83661  -0.181
C8 -1.51028 -2.35007 0.43287  -0.055
C9 3.57598 -1.61203 0.61305  0.020
C10 4.03835 1.48132 -1.37154  -0.074
C11 1.99830 0.55293 -2.16545  -0.077
C12 -4.86275 2.39373 -0.38699  -0.596
C13 2.85045 1.39990 -2.05050  -0.171
C14 8.01533 1.06864 0.42391  -0.053
C15 -3.68718 -0.91643 0.42589  -0.001
C16 4.34471 0.44144 -0.60641  -0.131
C17 -1.80598 0.15603 1.26484  -0.098
C18 -3.23585 0.07204 1.25256  -0.398
C19 -4.90828 1.36231 -1.56117  0.024
C20 5.69680 0.81444 0.38072  -0.360
C21 -5.12779 1.39416 0.90831  0.013
C22 -1.27291 -4.20856 -0.70686  0.027
C23 2.51208 -2.30768 0.80375  -0.096
C24 2.15846 -0.43555 -1.15486  -0.026
C25 1.38787 -2.22476 0.13611  -0.258
C26 -0.02297 1.09184 2.70705  -0.010
H1 -7.14392 2.00250 -1.07709  0.083
H2 -5.39443 2.07838 1.61950  0.096
H3 -6.23379 3.16392 -1.81411  -0.042
H4 0.65468 1.18874 1.74537  0.131
H5 0.13614 0.30260 3.21805  0.006
H6 8.56225 0.27240 0.09569  0.057
H7 -5.26850 0.33401 -1.67943  0.104
H8 4.42327 -1.42320 1.22052  0.096
H9 0.03800 -0.97003 1.51666  0.043
H10 6.76122 0.86018 -1.18582  0.060
H11 -4.46956 1.83799 -2.27186  0.006
H12 -0.94521 -5.12107 -0.88564  0.068
H13 1.15104 0.53825 -2.70119  0.098
H14 2.97306 2.35248 -3.06357  0.200
H15 7.84301 1.11906 1.62447  0.165
H16 8.38936 1.96876 0.01271  0.075
H17 -4.57623 -1.21349 0.08710  0.080
H18 -5.66180 0.47881 0.83516  0.126
H19 2.66775 -3.20342 1.77998  0.224
H20 4.86343 2.29453 -1.46204  0.150
H21 -4.29817 4.03637 0.49015  0.246
H22 -3.09299 3.00078 -0.01285  0.104
H23 0.08156 2.13161 3.15652  0.114
H24 -3.21639 -4.88696 -1.59732  0.126
H25 0.40451 -1.45368 -1.53319  0.169


In eV Å⁻¹, the strongest force on any atom values for the records above are, in order, 0.7, 1.2, 2.5, 17.1.